Record 1
Formula: C23H22ClN5O2S
Source: the OMol25 dataset
Level of theory: the ωB97M-V functional and the def2-TZVPD basis

Structure (XYZ):
```
54
Properties=species:S:1:pos:R:3:forces:R:3
Cl 7.250 -0.841 -4.499 0.3 0.0 0.0
S -1.189 -1.877 -1.793 -0.1 -0.4 -0.1
O -3.351 -1.434 4.257 0.3 -0.1 -0.1
O 0.915 -3.517 -4.210 0.1 -0.4 -0.1
N 1.423 -1.327 -3.774 0.0 0.3 0.0
N 0.163 1.720 -1.754 0.2 1.1 0.4
N -0.401 2.295 2.966 0.1 -0.1 -0.1
N -0.923 0.427 -0.362 0.4 0.1 -0.7
N -0.039 0.537 -2.363 -0.4 -0.8 -0.1
C -0.319 2.718 0.478 0.0 0.0 0.1
C -3.428 0.039 2.319 -0.2 -0.1 0.3
C -0.979 -1.045 1.568 -0.1 0.1 0.0
C -1.572 -0.052 0.796 -0.5 -0.2 0.4
C 0.600 -2.393 -3.889 -0.3 0.3 0.0
C -0.856 -2.036 -3.582 0.0 0.0 0.3
C -1.556 3.100 3.240 -0.3 0.3 0.0
C -0.359 1.663 -0.567 0.0 0.0 -0.1
C 0.202 2.129 1.752 0.3 0.1 -0.2
C 1.347 0.966 3.287 0.0 0.0 0.1
C -2.796 0.478 1.168 0.3 -0.1 -0.2
C 3.434 -0.056 -3.682 0.0 -0.1 0.0
C 0.294 1.588 3.897 0.2 -0.2 0.4
C 1.291 1.310 1.925 -0.1 0.2 -0.1
C -4.601 -0.958 4.699 -0.2 0.1 0.1
C 5.540 -1.006 -4.289 -0.2 -0.1 0.0
C 3.562 -2.352 -4.400 -0.1 -0.1 0.0
C 4.797 0.078 -3.847 0.1 -0.1 0.0
C -1.603 -1.480 2.714 -0.2 0.0 0.1
C -0.678 -0.241 -1.526 -0.1 0.1 -0.1
C 4.928 -2.217 -4.565 0.1 0.2 0.1
C -2.831 -0.940 3.107 0.1 0.0 -0.2
C 2.803 -1.271 -3.957 0.3 -0.2 -0.1
H -0.010 1.584 4.925 -0.1 0.0 0.2
H 5.284 1.017 -3.634 0.1 0.1 0.0
H 3.079 -3.292 -4.611 0.0 0.0 0.0
H -1.746 3.090 4.312 0.0 0.0 0.0
H 2.845 0.781 -3.337 -0.1 0.1 0.0
H -0.030 -1.460 1.270 0.1 0.0 0.0
H 0.995 -0.453 -3.437 0.0 -0.3 -0.1
H -2.439 2.707 2.729 0.0 0.0 0.1
H -1.496 -2.854 -3.912 0.1 0.1 0.0
H -1.158 -2.242 3.332 0.1 -0.1 0.1
H 5.516 -3.054 -4.908 0.1 -0.1 0.0
H -3.265 1.232 0.550 0.0 0.1 -0.1
H 1.970 0.999 1.155 0.1 -0.1 -0.2
H -5.389 -1.161 3.968 0.0 0.0 0.0
H -1.319 3.130 0.627 0.0 0.1 0.0
H -4.383 0.464 2.584 -0.1 0.0 0.1
H -1.151 -1.099 -4.052 0.0 0.0 -0.1
H -4.569 0.115 4.913 0.0 0.0 0.0
H 2.077 0.338 3.757 0.1 -0.1 0.2
H 0.330 3.518 0.111 -0.1 0.0 0.0
H -4.814 -1.501 5.617 0.0 0.1 -0.1
H -1.395 4.134 2.926 0.0 -0.1 0.1
```
Forces are in eV/Å.

## Properties
Molar mass   468.0 Da
Orbital gap   8.4 eV
Relative energy (zero: lowest compared OMol25 entry of this formula, charge and spin)   1.51 kcal per mole

---

Record 2
Formula: C23H22FN3O3
Source: the OMol25 dataset
Level of theory: the ωB97M-V functional and the def2-TZVPD basis

Structure (XYZ):
```
52
Properties=species:S:1:pos:R:3:forces:R:3
F -1.381 -5.724 2.426 0.0 0.1 0.0
O 2.884 5.275 -0.185 -0.4 -0.3 -0.1
O -0.964 1.349 1.322 0.1 0.0 0.1
O 4.426 4.646 1.407 0.0 -0.4 0.3
N 0.583 -2.151 -0.773 0.1 -0.4 0.1
N -3.120 -1.184 -0.160 -0.3 0.8 0.1
N -3.163 -1.021 -1.487 -0.1 -0.5 -0.7
C 1.137 0.611 -1.606 -0.2 -0.1 -0.2
C 0.132 0.295 -0.502 0.0 -0.3 0.1
C 3.267 2.567 2.089 0.2 0.3 -0.1
C 4.090 5.633 0.456 0.7 1.0 -0.2
C 2.137 1.795 1.827 -0.2 -0.1 -0.2
C 2.490 4.097 0.387 0.3 -0.3 0.4
C -2.914 -3.943 2.255 0.2 -0.1 0.0
C -2.655 -2.360 0.448 0.2 -0.8 0.3
C 0.017 1.299 0.616 0.0 -0.1 -0.2
C 1.379 3.338 0.116 0.2 0.2 0.0
C -3.333 -2.815 1.579 0.1 0.1 -0.2
C -0.728 -2.619 -1.217 0.1 0.2 -0.2
C 3.424 3.715 1.353 -0.5 0.0 -0.3
C -3.677 0.173 -1.694 0.0 0.0 0.3
C -3.970 0.812 -0.480 -0.1 -0.1 0.1
C -1.126 -4.195 0.656 -0.2 -0.1 0.2
C 1.178 -0.552 -2.597 0.1 -0.1 0.2
C 1.216 2.163 0.857 0.1 0.2 0.4
C -1.542 -3.062 -0.031 -0.3 0.2 0.0
C 1.496 -1.861 -1.863 0.0 0.1 -0.2
C 0.541 -1.054 0.158 -0.2 0.2 0.1
C -3.604 -0.093 0.483 0.0 0.3 -0.2
C -1.806 -4.620 1.779 0.0 0.1 -0.1
H -0.151 -1.294 0.967 0.1 0.1 0.0
H -1.289 -1.876 -1.796 0.2 -0.3 0.1
H 0.214 -0.638 -3.101 0.0 0.0 -0.1
H 2.500 -1.794 -1.431 0.1 0.0 -0.1
H 1.544 -0.942 0.581 0.0 0.0 0.1
H 4.895 5.715 -0.291 -0.2 -0.1 0.2
H -4.203 -2.279 1.924 -0.1 0.0 0.0
H 3.965 6.605 0.962 0.0 -0.3 -0.1
H 0.858 1.530 -2.125 0.1 0.1 0.0
H 1.481 -2.700 -2.561 0.1 0.0 0.0
H -0.258 -4.737 0.315 0.1 -0.1 0.0
H 1.973 0.893 2.396 0.0 -0.1 0.1
H -0.865 0.166 -0.935 -0.1 0.1 0.1
H 1.939 -0.371 -3.357 0.0 0.0 -0.1
H -3.434 -4.299 3.129 0.0 -0.1 0.1
H -4.380 1.790 -0.337 -0.1 0.2 0.1
H 2.129 0.756 -1.171 0.0 0.1 0.0
H -3.815 0.533 -2.694 0.0 0.0 -0.2
H -3.606 -0.016 1.550 0.0 0.0 0.2
H 0.657 3.646 -0.621 -0.1 0.1 -0.1
H -0.552 -3.485 -1.862 -0.1 0.0 0.0
H 3.985 2.281 2.839 0.1 0.0 0.1
```
Forces are in eV/Å.

## Properties
Molar mass   407.4 Da
Orbital gap   9.0 eV
Relative energy (zero: lowest compared OMol25 entry of this formula, charge and spin)   62.05 kcal per mole

---

Record 3
Formula: C23H22FO8S
Source: the OMol25 dataset
Level of theory: the ωB97M-V functional and the def2-TZVPD basis

Structure (XYZ):
```
55
Properties=species:S:1:pos:R:3:forces:R:3
S -0.974 -0.559 2.971 0.6 -0.5 -2.9
F -1.845 0.822 0.736 -2.2 0.5 -0.2
O 0.428 -0.654 3.315 -0.2 -0.1 1.0
O 3.728 1.834 -2.231 -0.1 0.0 -0.3
O 2.316 3.520 -1.818 0.5 -0.6 -0.1
O 0.177 -2.066 0.711 -0.3 -0.6 -1.3
O 3.046 -0.408 -1.943 0.7 0.9 -0.8
O -1.821 -1.734 2.865 -0.3 -0.6 1.1
O -1.689 -1.637 -0.563 0.8 0.0 -0.1
O 0.918 -0.968 -1.686 1.3 0.7 0.0
C -0.857 -1.324 0.275 -1.4 1.4 1.8
C -3.703 0.858 5.690 0.4 0.1 0.1
C -1.091 1.286 -2.082 -1.2 -0.5 0.0
C -1.146 0.198 -2.995 0.0 0.2 0.3
C 1.268 -4.114 0.769 -0.1 -0.3 0.2
C -1.553 1.826 6.245 -0.1 -0.2 0.0
C 0.408 -3.247 -0.097 -0.2 0.6 0.4
C 2.476 2.322 -1.926 -0.9 0.6 0.7
C -0.881 -0.042 1.052 2.1 -0.3 1.1
C 1.382 1.350 -1.794 1.8 -0.9 0.0
C -3.117 0.156 4.630 -0.2 0.6 0.0
C -3.524 1.433 -2.199 -0.3 -0.1 -0.2
C -2.369 -0.343 -3.366 -0.2 0.3 -0.3
C -1.776 0.388 4.328 0.5 -0.3 -0.1
C 3.476 0.422 -4.217 0.0 0.1 -0.1
C -2.309 1.952 -1.789 0.7 -0.2 0.2
C 3.851 0.518 -2.752 -0.1 -1.0 1.3
C 1.732 -0.073 -1.805 -1.4 -0.7 -0.8
C -3.574 0.239 -2.942 0.5 0.4 0.2
C 5.294 0.065 -2.542 -0.1 0.2 0.1
C -2.931 1.723 6.481 0.2 -0.3 -0.3
C 0.115 1.758 -1.464 0.0 0.6 -0.5
C -0.959 1.119 5.193 -0.4 0.6 -0.2
H -4.442 1.966 -1.934 0.3 -0.3 -0.1
H -3.704 -0.542 4.039 0.2 0.2 0.0
H -4.537 -0.202 -3.218 0.4 0.2 0.1
H -2.379 -1.212 -4.026 -0.1 0.2 0.3
H 0.925 -2.931 -1.013 -0.3 -0.2 0.3
H 3.565 -0.622 -4.538 -0.1 0.2 0.1
H 5.951 0.691 -3.149 0.0 0.0 0.1
H -3.391 2.272 7.307 0.2 -0.2 -0.3
H 2.462 0.786 -4.402 0.1 0.0 0.0
H 0.118 1.162 5.028 -0.3 0.0 -0.1
H 0.670 -4.497 1.600 0.2 0.0 0.1
H 1.629 -4.957 0.188 0.2 -0.2 0.0
H 2.108 -3.535 1.168 -0.1 -0.2 -0.1
H 4.196 1.024 -4.782 -0.2 0.0 0.0
H 5.407 -0.975 -2.860 -0.1 0.2 0.1
H -0.222 -0.235 -3.385 -0.5 0.1 0.3
H -2.233 2.879 -1.206 -0.3 -0.5 -0.1
H 0.063 2.644 -0.828 -0.2 0.1 -0.5
H 5.582 0.155 -1.488 -0.2 0.0 -0.2
H -0.933 2.456 6.889 -0.2 -0.2 -0.2
H -0.573 -3.682 -0.338 0.4 -0.1 0.0
H -4.762 0.734 5.904 0.2 0.0 0.0
```
Forces are in eV/Å.

## Properties
Net charge   -1
Molar mass   477.5 Da
Orbital gap   4.8 eV
Relative energy (zero: lowest compared OMol25 entry of this formula, charge and spin)   27.04 kcal per mole